Entry 1:
{"formula": "C24H36LiO18", "method": "ωB97M-V/def2-TZVPD", "charge": 1, "relative_energy_kcal_mol": 71.8, "e_tot_ev": -62520.27725, "e_homo_ev": -11.95, "orbital_gap_ev": 10.39, "symbols": ["Li", "C", "C", "C", "O", "C", "O", "O", "H", "H", "H", "H", "H", "H", "C", "C", "C", "O", "C", "O", "O", "H", "H", "H", "H", "H", "H", "C", "C", "C", "O", "C", "O", "O", "H", "H", "H", "H", "H", "H", "C", "C", "C", "O", "C", "O", "O", "H", "H", "H", "H", "H", "H", "C", "C", "C", "O", "C", "O", "O", "H", "H", "H", "H", "H", "H", "C", "C", "C", "O", "C", "O", "O", "H", "H", "H", "H", "H", "H"], "coordinates": [[-0.482, 0.269, 0.038], [5.088, 0.023, 2.210], [3.897, 0.055, 3.200], [3.593, 1.422, 3.764], [2.417, 1.843, 3.238], [1.960, 0.871, 2.488], [0.876, 0.855, 1.822], [2.678, -0.185, 2.483], [6.180, -0.162, 2.543], [5.038, 1.120, 1.964], [4.947, -0.631, 1.406], [4.093, -0.775, 3.959], [4.470, 1.982, 3.826], [3.372, 1.172, 4.903], [-4.401, -4.418, 1.504], [-4.425, -2.999, 2.201], [-3.705, -2.879, 3.418], [-2.668, -2.037, 2.983], [-2.707, -1.660, 1.740], [-1.914, -1.003, 1.083], [-3.722, -2.201, 1.286], [-3.494, -5.085, 1.658], [-4.745, -4.640, 0.462], [-5.219, -4.984, 2.228], [-5.453, -2.624, 2.090], [-3.484, -3.723, 3.983], [-4.293, -2.400, 4.225], [4.722, 2.693, -3.143], [4.279, 1.404, -2.533], [4.398, 1.355, -1.077], [3.046, 1.333, -0.587], [2.243, 1.085, -1.556], [1.003, 1.001, -1.456], [2.845, 1.251, -2.760], [5.827, 2.991, -2.923], [4.041, 3.610, -2.949], [4.975, 2.613, -4.230], [4.679, 0.467, -2.901], [5.094, 2.028, -0.606], [5.052, 0.573, -0.670], [4.450, -2.614, -2.500], [3.481, -3.281, -1.547], [3.968, -3.192, -0.035], [2.848, -2.472, 0.460], [1.992, -2.209, -0.491], [0.881, -1.523, -0.172], [2.363, -2.599, -1.600], [3.999, -2.664, -3.396], [5.443, -3.268, -2.146], [5.006, -1.563, -2.135], [3.476, -4.229, -1.817], [4.661, -2.409, -0.004], [4.196, -4.117, 0.499], [-5.459, -0.219, -4.024], [-4.828, -0.870, -2.773], [-4.239, -2.233, -2.912], [-2.907, -2.011, -2.402], [-2.742, -0.748, -1.995], [-1.660, -0.262, -1.687], [-3.921, -0.076, -2.274], [-6.282, -0.955, -4.463], [-4.772, -0.277, -4.913], [-5.654, 0.708, -3.867], [-5.683, -0.974, -2.014], [-4.234, -2.580, -4.224], [-4.637, -3.094, -2.420], [-4.551, 5.525, 0.924], [-3.112, 4.946, 0.818], [-2.281, 4.846, 2.009], [-1.536, 3.684, 1.816], [-2.031, 2.917, 0.877], [-1.542, 1.911, 0.505], [-3.146, 3.590, 0.347], [-5.050, 4.651, 1.392], [-5.130, 5.651, 0.191], [-4.541, 6.439, 1.464], [-2.568, 5.508, 0.083], [-2.885, 4.783, 2.986], [-1.473, 5.672, 2.122]], "lowdin_charge": [0.672, -0.004, -0.278, -0.150, 0.147, -0.550, 0.063, 0.128, 0.124, 0.093, 0.028, 0.174, 0.117, 0.179, -0.015, -0.310, -0.105, 0.137, -0.619, 0.110, 0.127, 0.095, 0.079, 0.132, 0.168, 0.125, 0.155, -0.031, -0.330, -0.112, 0.131, -0.543, 0.078, 0.101, 0.116, 0.133, 0.089, 0.131, 0.131, 0.114, 0.014, -0.359, -0.014, 0.081, -0.505, -0.001, 0.195, 0.044, 0.159, 0.133, 0.111, 0.088, 0.149, -0.001, -0.459, -0.071, 0.074, -0.447, 0.092, 0.107, 0.138, 0.100, 0.004, 0.173, 0.213, 0.105, 0.032, -0.326, -0.131, 0.093, -0.510, 0.127, 0.080, 0.113, -0.003, 0.088, 0.147, 0.165, 0.173]}

=====

Entry 2:
{"formula": "C24H36N2O4", "method": "ωB97M-V/def2-TZVPD", "relative_energy_kcal_mol": 2.1, "e_tot_ev": -36643.40442, "e_homo_ev": -8.83, "orbital_gap_ev": 9.40, "smiles": "COCCC(=O)N1CCC(Oc2ccc(C(=O)NCCCC3CCCC3)cc2)CC1", "symbols": ["C", "O", "C", "C", "C", "O", "N", "C", "H", "C", "H", "H", "C", "C", "C", "H", "H", "H", "H", "O", "C", "C", "C", "C", "C", "C", "H", "H", "C", "O", "N", "H", "C", "C", "C", "C", "C", "C", "H", "C", "H", "H", "C", "H", "H", "H", "H", "H", "H", "H", "H", "H", "H", "H", "H", "H", "H", "H", "H", "H", "H", "H", "H", "H", "H", "H"], "coordinates": [[-8.668, -0.911, 0.390], [-8.355, 0.129, -0.502], [-6.982, 0.405, -0.625], [-6.373, 1.093, 0.608], [-4.957, 1.558, 0.314], [-4.739, 2.701, -0.043], [-3.950, 0.667, 0.477], [-4.043, -0.744, 0.763], [-3.386, -0.970, 1.611], [-3.572, -1.562, -0.444], [-4.223, -1.377, -1.300], [-3.603, -2.623, -0.197], [-2.141, -1.172, -0.827], [-2.061, 0.345, -1.046], [-2.591, 1.079, 0.185], [-1.960, 0.847, 1.049], [-2.599, 2.156, 0.016], [-2.661, 0.609, -1.918], [-1.030, 0.649, -1.226], [-1.307, -1.589, 0.242], [0.039, -1.666, 0.078], [0.726, -1.465, -1.116], [2.106, -1.571, -1.148], [2.827, -1.880, -0.001], [2.130, -2.113, 1.183], [0.760, -2.002, 1.227], [0.215, -2.172, 2.142], [2.691, -2.377, 2.067], [4.316, -1.963, 0.036], [4.913, -2.686, 0.810], [4.944, -1.158, -0.859], [4.391, -0.464, -1.336], [6.365, -0.907, -0.794], [6.694, 0.288, 0.108], [6.074, 1.605, -0.389], [5.274, 2.343, 0.691], [3.996, 1.607, 1.107], [2.931, 2.005, 0.074], [2.781, 1.210, -0.659], [3.453, 3.286, -0.603], [2.714, 4.085, -0.579], [3.693, 3.096, -1.650], [4.719, 3.671, 0.167], [4.458, 4.310, 1.012], [5.434, 4.207, -0.456], [1.970, 2.173, 0.558], [3.695, 1.955, 2.096], [4.125, 0.528, 1.165], [5.930, 2.504, 1.551], [5.419, 1.413, -1.239], [6.865, 2.269, -0.743], [7.779, 0.381, 0.171], [6.330, 0.059, 1.110], [6.828, -1.810, -0.388], [6.736, -0.736, -1.809], [2.611, -1.437, -2.094], [0.203, -1.232, -2.030], [-1.862, -1.706, -1.748], [-5.060, -1.027, 1.026], [-6.405, 0.441, 1.481], [-6.964, 1.986, 0.819], [-6.434, -0.523, -0.854], [-6.904, 1.081, -1.480], [-9.732, -1.106, 0.269], [-8.475, -0.634, 1.432], [-8.104, -1.822, 0.152]], "nbo_charge": [-0.252, -0.528, -0.050, -0.530, 0.688, -0.632, -0.444, -0.216, 0.207, -0.420, 0.211, 0.223, 0.098, -0.440, -0.232, 0.197, 0.255, 0.218, 0.222, -0.530, 0.404, -0.328, -0.169, -0.179, -0.139, -0.284, 0.224, 0.237, 0.668, -0.622, -0.620, 0.391, -0.219, -0.412, -0.402, -0.210, -0.411, -0.414, 0.196, -0.411, 0.212, 0.197, -0.399, 0.203, 0.207, 0.212, 0.208, 0.211, 0.207, 0.180, 0.211, 0.211, 0.211, 0.234, 0.191, 0.214, 0.218, 0.185, 0.213, 0.209, 0.246, 0.150, 0.202, 0.199, 0.164, 0.161]}

=====

Entry 3:
{"formula": "C24H36N2ReSi", "method": "ωB97M-V/def2-TZVPD", "charge": 2, "s_squared": 3.7654, "relative_energy_kcal_mol": 0.0, "e_tot_ev": -38441.65731, "e_homo_ev": [-12.90, -12.90], "orbital_gap_ev": [6.42, 3.63], "multiplicity": 4, "symbols": ["C", "C", "C", "H", "C", "C", "H", "H", "H", "H", "Re", "C", "H", "H", "H", "Si", "C", "C", "H", "C", "H", "C", "H", "C", "H", "C", "H", "C", "C", "H", "C", "H", "C", "H", "C", "H", "C", "H", "H", "H", "C", "N", "C", "C", "C", "N", "C", "C", "H", "H", "H", "H", "H", "H", "H", "H", "H", "H", "H", "H", "H", "H", "H", "H"], "coordinates": [[-1.865, -2.959, -2.632], [-1.031, -1.818, -2.925], [0.266, -2.067, -2.371], [-1.318, -0.972, -3.547], [0.232, -3.330, -1.687], [-1.084, -3.888, -1.863], [-1.407, -4.874, -1.563], [-2.858, -3.140, -3.003], [1.138, -1.436, -2.492], [1.071, -3.840, -1.225], [-1.171, -2.005, -0.831], [0.080, -0.443, -0.052], [1.089, -0.839, 0.124], [-0.204, 0.091, 0.863], [0.186, 0.322, -0.831], [1.949, 2.577, 1.625], [1.527, 4.055, 0.583], [1.625, 3.931, -0.813], [2.007, 3.007, -1.252], [1.231, 4.978, -1.654], [1.285, 4.848, -2.737], [0.767, 6.178, -1.110], [0.447, 6.987, -1.767], [0.722, 6.335, 0.280], [0.370, 7.280, 0.701], [1.115, 5.290, 1.121], [1.100, 5.426, 2.205], [3.626, 1.951, 1.109], [4.686, 2.754, 0.640], [4.579, 3.841, 0.603], [5.884, 2.170, 0.210], [6.687, 2.796, -0.187], [6.058, 0.786, 0.272], [6.977, 0.326, -0.090], [5.038, -0.012, 0.799], [5.167, -1.093, 0.861], [3.846, 0.569, 1.241], [3.068, -0.054, 1.687], [0.872, 1.562, 1.676], [2.098, 3.026, 3.033], [-0.744, -2.589, 2.185], [-1.755, -2.940, 1.157], [-1.790, -4.427, 1.051], [-3.119, -2.451, 1.578], [-3.943, -2.103, 0.360], [-3.217, -1.083, -0.458], [-3.971, -0.824, -1.708], [-3.077, 0.205, 0.269], [-0.961, -3.179, 3.088], [-0.820, -1.526, 2.439], [0.254, -2.834, 1.800], [-2.570, -4.748, 0.348], [-0.799, -4.800, 0.761], [-2.046, -4.820, 2.044], [-2.999, -1.592, 2.247], [-3.612, -3.265, 2.130], [-4.122, -2.985, -0.271], [-4.900, -1.665, 0.675], [-4.224, -1.767, -2.200], [-4.900, -0.312, -1.428], [-3.374, -0.189, -2.372], [-4.094, 0.580, 0.475], [-2.526, 0.086, 1.206], [-2.544, 0.911, -0.380]], "nbo_charge": [-0.264, -0.312, -0.237, 0.303, -0.312, -0.266, 0.293, 0.288, 0.306, 0.304, 1.513, -0.996, 0.252, 0.262, 0.249, 1.167, -0.504, -0.153, 0.192, -0.236, 0.218, -0.191, 0.228, -0.202, 0.229, -0.188, 0.224, -0.490, -0.125, 0.219, -0.216, 0.231, -0.194, 0.229, -0.220, 0.212, -0.220, 0.187, -0.227, -0.157, -0.416, -0.471, -0.416, -0.245, -0.242, -0.461, -0.411, -0.427, 0.232, 0.231, 0.227, 0.217, 0.224, 0.232, 0.238, 0.250, 0.223, 0.250, 0.217, 0.233, 0.226, 0.231, 0.221, 0.241]}

=====

Entry 4:
{"formula": "C24H36N2SiTm", "method": "ωB97M-V/def2-TZVPD", "charge": 1, "s_squared": 2.0026, "relative_energy_kcal_mol": 0.0, "e_tot_ev": -65850.77435, "e_homo_ev": [-10.21, -10.21], "orbital_gap_ev": [7.12, 7.19], "multiplicity": 3, "symbols": ["C", "C", "C", "H", "C", "C", "H", "H", "H", "H", "Tm", "C", "H", "H", "H", "Si", "C", "C", "H", "C", "H", "C", "H", "C", "H", "C", "H", "C", "C", "H", "C", "H", "C", "H", "C", "H", "C", "H", "H", "H", "C", "N", "C", "C", "C", "N", "C", "C", "H", "H", "H", "H", "H", "H", "H", "H", "H", "H", "H", "H", "H", "H", "H", "H"], "coordinates": [[1.243, -3.311, 1.630], [1.243, -2.706, 0.331], [2.009, -1.489, 0.416], [0.839, -3.174, -0.585], [2.428, -1.322, 1.787], [1.963, -2.449, 2.534], [2.160, -2.624, 3.600], [0.827, -4.297, 1.874], [2.345, -0.876, -0.435], [3.065, -0.529, 2.199], [-0.020, -1.169, 1.855], [0.249, 1.178, 1.047], [1.200, 1.641, 0.810], [-0.564, 1.907, 1.039], [0.057, 0.347, 0.324], [0.164, 2.209, -1.632], [-0.140, 1.967, -3.490], [0.672, 0.966, -4.063], [1.470, 0.510, -3.468], [0.468, 0.537, -5.378], [1.103, -0.245, -5.800], [-0.529, 1.135, -6.156], [-0.653, 0.832, -7.199], [-1.339, 2.137, -5.599], [-2.111, 2.601, -6.220], [-1.149, 2.558, -4.273], [-1.763, 3.358, -3.850], [1.803, 3.171, -1.538], [2.417, 3.646, -2.715], [1.883, 3.598, -3.667], [3.723, 4.157, -2.693], [4.199, 4.456, -3.627], [4.413, 4.287, -1.482], [5.426, 4.692, -1.459], [3.771, 3.928, -0.290], [4.289, 4.038, 0.667], [2.462, 3.436, -0.316], [1.960, 3.254, 0.633], [0.143, 0.727, -1.420], [-0.892, 2.849, -0.769], [-2.130, -1.950, 0.549], [-2.142, -0.625, 1.217], [-2.950, 0.331, 0.427], [-2.405, -0.568, 2.706], [-2.685, -1.939, 3.343], [-1.479, -2.815, 3.276], [-0.697, -2.803, 4.521], [-1.876, -4.210, 3.010], [-3.170, -2.326, 0.506], [-1.504, -2.714, 1.084], [-1.722, -1.802, -0.466], [-3.932, -0.098, 0.135], [-3.123, 1.221, 1.038], [-2.371, 0.610, -0.466], [-1.525, -0.055, 3.204], [-3.255, 0.119, 2.817], [-2.963, -1.799, 4.405], [-3.518, -2.429, 2.811], [-1.340, -2.939, 5.410], [0.009, -3.641, 4.460], [-0.146, -1.852, 4.595], [-2.492, -4.635, 3.823], [-2.451, -4.213, 2.087], [-0.966, -4.801, 2.888]], "nbo_charge": [-0.340, -0.356, -0.307, 0.261, -0.331, -0.393, 0.258, 0.245, 0.275, 0.274, 1.528, -1.127, 0.233, 0.221, 0.144, 1.166, -0.480, -0.222, 0.207, -0.201, 0.215, -0.213, 0.221, -0.228, 0.218, -0.154, 0.205, -0.391, -0.217, 0.228, -0.213, 0.222, -0.194, 0.222, -0.218, 0.217, -0.227, 0.205, -0.217, -0.168, -0.461, -0.502, -0.408, -0.246, -0.251, -0.493, -0.407, -0.414, 0.234, 0.238, 0.260, 0.203, 0.226, 0.239, 0.212, 0.266, 0.230, 0.228, 0.215, 0.232, 0.199, 0.211, 0.205, 0.218]}